(1)
{"formula": "C9F21N", "method": "wB97M-V/def2-TZVPD", "lumo_energy_ev": 0.853, "e_homo_ha": -0.4531, "max_force_ev_per_a": 0.48, "smiles": "FC(F)(F)C(F)(F)C(F)(F)N(C(F)(F)C(F)(F)C(F)(F)F)C(F)(F)C(F)(F)C(F)(F)F", "e_tot_ev": -67891.22237, "orbital_gap_ha": 0.4845, "total_charge": 0, "molar_mass_g_mol": 521.06, "symbols": ["F", "C", "C", "F", "N", "F", "C", "F", "C", "F", "F", "F", "F", "F", "F", "F", "F", "F", "F", "C", "F", "C", "F", "F", "F", "C", "F", "C", "F", "C", "F"], "positions_angstrom": [[-2.48643, -2.94090, -1.58477], [3.63696, 0.91942, -0.26643], [-0.50400, -1.55258, 0.32531], [-0.83508, -3.63835, -2.76736], [0.03542, -0.23219, 0.60089], [-1.53319, 0.20954, 2.23882], [-0.36261, -1.93487, -1.19214], [-3.49377, 3.06635, -0.00724], [-0.82970, 0.74804, 1.23434], [-2.71778, 0.58421, -0.25852], [4.10198, 1.99149, -0.88970], [2.07849, -1.25580, 0.49995], [-0.09583, 1.72177, 1.78288], [1.59980, 0.70555, -1.44966], [4.15438, 0.89321, 0.95552], [1.69150, 2.21220, 0.09838], [-1.81011, -1.58322, 0.60933], [-0.81723, -0.90081, -1.92229], [1.79529, 0.20333, 2.03329], [-1.78944, 1.43499, 0.19707], [-1.65894, 3.70481, 0.90818], [-1.18868, -3.20957, -1.56519], [-0.97745, -4.19039, -0.69635], [0.91616, -2.13430, -1.53622], [-1.04930, 1.82240, -0.85709], [1.47193, -0.09490, 0.76822], [-3.01629, 2.43324, 1.98898], [2.07432, 0.96876, -0.21899], [0.06115, -2.48810, 1.09953], [-2.50586, 2.69204, 0.79143], [4.05432, -0.15536, -0.92013]], "atomic_forces_ev_per_a": [[-0.23, 0.19, -0.01], [-0.05, -0.01, -0.07], [0.19, -0.07, -0.19], [0.20, 0.06, -0.31], [0.03, -0.17, 0.44], [-0.19, -0.13, 0.01], [-0.15, -0.05, 0.00], [-0.17, -0.05, -0.33], [-0.22, -0.06, -0.16], [-0.11, 0.06, 0.26], [-0.08, 0.31, -0.20], [0.03, -0.02, -0.26], [0.06, 0.17, -0.19], [0.20, -0.16, 0.04], [-0.04, 0.03, 0.31], [0.21, -0.04, 0.19], [-0.13, 0.10, -0.20], [-0.21, -0.14, 0.08], [0.00, 0.19, 0.13], [0.04, 0.14, 0.06], [0.26, 0.14, -0.06], [-0.01, 0.08, -0.04], [0.17, -0.11, 0.24], [-0.06, -0.25, 0.13], [0.03, 0.18, 0.19], [0.01, 0.27, -0.04], [-0.08, -0.22, 0.22], [0.11, -0.10, -0.03], [0.20, -0.12, -0.01], [0.05, 0.00, -0.07], [-0.04, -0.23, -0.18]]}

***

(2)
{"formula": "BrH14O7", "method": "wB97M-V/def2-TZVPD", "lumo_energy_ev": 3.329, "e_homo_ha": -0.2144, "max_force_ev_per_a": 13.96, "e_tot_ev": -84603.66292, "orbital_gap_ha": 0.3367, "total_charge": -1, "molar_mass_g_mol": 206.01, "symbols": ["O", "H", "H", "Br", "H", "H", "H", "O", "H", "O", "H", "H", "O", "H", "H", "H", "H", "H", "H", "O", "O", "O"], "positions_angstrom": [[0.60677, -0.06241, 3.10531], [0.71229, 3.64170, 0.75232], [4.09550, -0.82056, -1.36566], [0.32424, -0.23193, -0.15767], [0.79403, 0.09131, 2.17965], [1.59163, 0.71407, -3.30358], [-1.46201, 0.15810, -3.44389], [-3.03509, -0.69597, 0.37129], [-3.54646, -0.69015, 1.11310], [-1.32558, -0.81703, -3.12192], [-2.41028, -0.12053, 0.42034], [2.65903, -1.01830, -0.96435], [1.31321, 1.46217, -2.62148], [-1.04878, -0.86664, -2.34660], [-0.62622, -1.58398, 2.31441], [0.75526, 1.08713, -1.96635], [-2.16503, -2.18549, 1.83446], [-0.06638, 0.38954, 3.43942], [0.45527, 2.21058, 1.12273], [-1.39751, -2.32289, 2.48020], [0.39858, 3.08460, 1.42564], [3.37754, -1.42332, -1.26738]], "atomic_forces_ev_per_a": [[4.81, -3.76, -0.98], [0.64, 0.86, -1.45], [0.34, 0.80, 0.05], [-0.13, 0.11, 0.33], [-0.40, 0.41, -0.58], [-1.21, 2.21, 2.63], [0.67, -2.99, 1.62], [-4.63, -6.07, -3.67], [-2.00, 0.34, 3.08], [-4.63, 3.00, -12.82], [6.51, 5.70, 0.59], [-4.85, 3.03, 2.11], [2.16, -0.82, -3.99], [3.98, -0.03, 11.16], [-3.02, -2.49, 0.26], [-0.76, -1.21, 1.12], [2.26, 0.14, 0.97], [-4.42, 3.26, 1.56], [0.17, -2.14, -1.04], [0.88, 2.27, -1.16], [-0.84, 1.21, 2.38], [4.47, -3.84, -2.18]]}

***

(3)
{"formula": "C3H6N2O", "method": "wB97M-V/def2-TZVPD", "lumo_energy_ev": 0.844, "e_homo_ha": -0.3365, "max_force_ev_per_a": 0.99, "smiles": "C=CN(N)C=O", "e_tot_ev": -8234.29853, "orbital_gap_ha": 0.3675, "total_charge": 0, "molar_mass_g_mol": 86.09, "symbols": ["N", "C", "H", "H", "C", "H", "N", "O", "H", "C", "H", "H"], "positions_angstrom": [[-0.70978, 1.50754, 0.20217], [1.34711, 0.28917, -0.27715], [1.64871, 1.08893, -0.97764], [1.79276, -1.38130, 0.95963], [2.16355, -0.63403, 0.22531], [-0.21744, -1.71208, -0.34075], [-0.05066, 0.31600, -0.03996], [-2.01476, -0.88479, 0.02276], [3.16358, -0.76083, -0.15472], [-0.82832, -0.82792, -0.12797], [-0.83442, 2.09533, -0.63638], [-0.20603, 2.02013, 0.91119]], "atomic_forces_ev_per_a": [[-0.16, 0.93, -0.28], [-0.35, 0.32, -0.42], [0.15, -0.54, 0.42], [0.30, 0.64, -0.65], [-0.68, -0.55, 0.27], [0.18, -0.05, -0.16], [0.14, -0.69, -0.08], [-0.37, 0.15, 0.00], [0.19, 0.23, 0.16], [0.43, 0.00, 0.25], [0.23, -0.57, 0.47], [-0.07, 0.13, 0.03]]}